Record 1
# C3H5N3O

C3H5N3O in the gas phase (ωB97M-V with the def2-TZVPD basis set, the OMol25 dataset).

LUMO: 0.74 eV
relative energy (zero: lowest compared OMol25 entry of this formula, charge and spin): 114.8 kcal/mol
energy: -356.6744 a.u.
HOMO: -8.94 eV

Structure (ORCA input):
```
! RIJCOSX wB97M-V def2-TZVPD def2/J DEFGRID3
* xyz 0 1
O 1.73028 1.52871 -0.38477
C 0.82295 1.85656 0.62385
C -0.68106 0.19747 -0.15845
N -1.06072 -0.66247 -0.96935
N -0.98901 -2.00641 -0.55880
C -0.65195 -2.38247 0.63940
N -0.45065 1.15966 0.54235
H 1.38894 1.87042 -1.22195
H 0.58769 2.92770 0.63968
H 1.29301 1.58577 1.57154
H -1.26574 -2.58889 -1.34527
H -0.72374 -3.48603 0.62177
*
```



Record 2
# C3ClF3

C3ClF3 in the gas phase in a non-equilibrium geometry (ωB97M-V with the def2-TZVPD basis set, the OMol25 dataset).

structure (SMILES): FC1=C(F)C1(F)Cl
LUMO: 0.03 eV
relative energy (zero: lowest compared OMol25 entry of this formula, charge and spin): 25.2 kcal/mol
energy: -873.9627 a.u.
HOMO: -11.17 eV

Structure (ORCA input):
```
! RIJCOSX wB97M-V def2-TZVPD def2/J DEFGRID3
* xyz 0 1
F 0.59142 -1.94240 -0.22589
C 0.16331 -0.70589 -0.26932
C 0.49675 0.55139 -0.45722
F 1.22988 1.45063 -1.03972
C -0.95505 0.19259 0.06090
F -1.14132 0.53009 1.36384
Cl -2.80144 -0.01583 -0.55544
*
```